C6H13NO | ωB97M-V/def2-TZVPD

Results
Highest occupied orbital energy (eV): -7.1
Relative energy (zero: lowest compared OMol25 entry of this formula, charge and spin) (kJ/mol): 580.6
Largest force on an atom (eV/Å): 8.1

Geometry as ORCA input:
```
! RIJCOSX wB97M-V def2-TZVPD def2/J DEFGRID3
* xyz 0 1
C -0.2127 -0.3362 -0.8360
C -0.7027 0.5493 0.1043
C -1.6003 -1.6363 -0.1049
C -1.0704 0.7703 -1.3509
C 0.8486 1.6755 0.3821
C 1.6805 0.9874 1.4337
N 0.9150 -0.9955 -1.1812
O -0.8426 -2.4027 0.8073
H -0.6175 -1.8491 1.5645
H -1.1446 0.5670 1.0879
H 1.0135 -1.9585 -0.8897
H 1.2765 -0.8163 -2.1055
H -1.7726 -2.2444 -0.9931
H -2.5638 -1.3144 0.3068
H -0.6094 1.6004 -1.8728
H -2.0660 0.5245 -1.7029
H 0.3663 2.5901 0.7286
H 1.4000 1.8876 -0.5328
H 1.0518 0.5976 2.2442
H 2.4121 1.6533 1.9026
H 2.2383 0.1505 1.0078
*
```

natural (NBO) atomic charge list, values in e, 5 entries:
1 C 0.208
2 C -0.205
3 C -0.127
4 C -0.446
5 C -0.423

---

C4H12S2 | ωB97M-V/def2-TZVPD

Results
Highest occupied orbital energy (eV): -8.9
Relative energy (zero: lowest compared OMol25 entry of this formula, charge and spin) (kJ/mol): 61.7
Largest force on an atom (eV/Å): 1.6

Geometry as ORCA input:
```
! RIJCOSX wB97M-V def2-TZVPD def2/J DEFGRID3
* xyz 0 1
C 1.3751 0.3715 1.9939
C 2.2478 0.4445 0.7062
S 2.3185 -1.1441 -0.2279
H 0.5889 1.1306 2.0196
H 2.0201 0.5775 2.8467
H 0.8534 -0.5787 2.0967
H 1.8364 1.1998 0.0473
H 3.2618 0.5851 1.0524
H 3.3931 -1.5336 0.4499
C -2.3238 0.2692 -2.2079
C -1.6144 -0.5277 -1.1036
S -2.6654 -0.3520 0.4249
H -2.5025 1.2756 -1.8434
H -3.2685 -0.2281 -2.4113
H -1.6864 0.3180 -3.0896
H -1.5420 -1.6060 -1.2086
H -0.6230 -0.1779 -0.8344
H -1.6690 -0.0238 1.2892
*
```

natural (NBO) atomic charge list, values in e, 5 entries:
1 C -0.632
2 C -0.506
3 S -0.059
4 H 0.208
5 H 0.212

---

C3H5NOS | ωB97M-V/def2-TZVPD

Results
Highest occupied orbital energy (eV): -8.6
Relative energy (zero: lowest compared OMol25 entry of this formula, charge and spin) (kJ/mol): 409.1
Largest force on an atom (eV/Å): 4.8

Geometry as ORCA input:
```
! RIJCOSX wB97M-V def2-TZVPD def2/J DEFGRID3
* xyz 0 1
C 1.1148 0.5395 0.0335
C -1.3210 0.0953 -0.1873
C -2.5659 -0.2710 -0.0793
H 3.9169 -0.7174 0.2275
H 0.6760 1.5702 0.3554
H -1.0989 1.1265 -0.1783
H -3.4790 0.3085 -0.2312
H -2.6926 -1.4046 0.3436
N 2.3829 0.4714 -0.0913
O 2.9001 -0.7975 -0.1702
S 0.1667 -0.9209 -0.0224
*
```

natural (NBO) atomic charge list, values in e, 5 entries:
1 C -0.166
2 C -0.339
3 C -0.405
4 H 0.494
5 H 0.231